A single C7H13NO molecule in a non-equilibrium geometry. Source: the Open Molecules 2025 dataset; level of theory: wB97M-V/def2-TZVPD.

```
22
Properties=species:S:1:pos:R:3:forces:R:3
C -1.95097 -0.73244 -0.36502 -3.74 0.99 -0.60
C -0.64143 0.07315 -0.68655 -0.73 -1.25 0.35
C -0.70317 1.25480 -1.66235 3.51 -2.07 -1.12
C 0.67317 -0.52182 -0.09038 -3.05 -1.47 -5.69
C 1.13978 -1.85336 -0.69671 -3.51 -4.32 4.68
C 1.71506 0.40714 0.25606 3.18 1.20 1.30
C 0.64428 -0.27334 1.30840 5.70 -0.82 0.43
H -2.25411 -0.82271 0.75829 1.23 -0.61 -1.72
H -2.43767 -1.63617 -1.04974 2.25 1.97 1.92
H -2.78089 0.05211 -0.60044 1.33 -0.99 0.11
H -1.51131 1.63725 -2.31219 0.44 -0.65 0.66
H 0.40471 1.10933 -2.14255 -2.65 1.42 0.72
H 0.12213 1.76492 0.03588 3.88 1.82 1.85
H 0.21112 -2.65617 -0.96822 1.91 2.35 0.99
H 1.59575 -1.84694 -1.63004 1.72 0.52 -1.15
H 1.64157 -2.49737 0.28465 -0.62 1.76 -3.31
H 2.83685 0.00493 0.39984 -2.82 1.10 -0.75
H 1.59017 1.52445 -0.08680 0.94 -2.44 1.09
H 1.10267 -1.12252 1.73066 0.87 -0.80 1.25
H -0.93542 0.57223 1.44386 2.99 0.84 3.82
N -0.69328 1.41966 -0.22857 -5.96 0.31 -1.95
O 0.00088 0.48178 2.16951 -6.87 1.17 -2.88
```
Forces are in eV/Å.

Results
Charge: 0
Kohn-Sham gap (eV): 9.55
Energy relative to the best compared isomer or geometry (same formula, charge and spin) (kcal/mol): 180.72
Largest force on an atom (eV Å⁻¹): 7.54
Structure (SMILES): C[C@]1([C@]2(C)CN2)C[C@H]1O

Atomic partial charges in e from the Löwdin method, atoms 1 to 8: -0.045 -0.435 -0.065 -0.527 -0.018 -0.020 -0.383 0.095



A molecular structure, C32H30ClIrN5O2S. Source: the Open Molecules 2025 dataset; level of theory: wB97M-V/def2-TZVPD.

```
72
Properties=species:S:1:pos:R:3:forces:R:3
Ir 0.07081 0.15472 -0.41159 0.24 0.34 -0.15
N -3.88028 1.83429 0.11046 0.01 -0.01 0.02
C -2.70285 1.22708 -0.22304 -0.04 -0.02 -0.05
S -1.26938 1.80890 0.53055 -0.14 -0.12 0.16
N -2.81853 0.27606 -1.14244 -0.01 0.02 -0.01
N -1.63451 -0.30139 -1.43433 0.01 0.00 0.02
C -1.54249 -1.21543 -2.35266 -0.04 -0.02 0.02
C -2.69809 -1.73410 -3.12088 -0.01 0.02 0.00
C -2.95194 -3.10331 -3.16721 -0.01 0.00 0.03
C -4.03538 -3.60012 -3.87725 0.00 0.00 -0.01
C -4.88000 -2.73108 -4.55221 0.00 0.00 0.00
C -4.63712 -1.36446 -4.50732 0.00 0.00 0.00
C -3.55739 -0.86825 -3.79451 0.03 0.00 -0.04
C -0.17500 -1.70697 -2.58783 0.05 0.02 -0.08
C 0.16107 -2.53668 -3.65637 -0.02 -0.01 0.02
C 1.47871 -2.91035 -3.84080 0.02 0.00 0.01
C 2.44406 -2.45722 -2.95516 0.00 -0.01 -0.01
C 2.05128 -1.63288 -1.91787 0.00 0.04 0.01
N 0.78687 -1.25523 -1.74838 -0.13 -0.23 0.20
H -3.88177 2.28731 1.00865 0.00 0.00 0.00
H -4.70157 1.29342 -0.10940 0.00 0.00 -0.01
H -2.30213 -3.78154 -2.62673 0.00 0.00 0.00
H -4.22268 -4.66652 -3.89625 0.00 0.00 0.00
H -5.72701 -3.11588 -5.10651 0.00 0.00 0.00
H -5.29511 -0.67979 -5.02791 0.00 0.00 0.00
H -3.37406 0.19605 -3.74678 0.00 0.00 0.01
H -0.60947 -2.86399 -4.33884 -0.01 0.00 0.01
H 1.74938 -3.54656 -4.67403 0.00 0.00 0.00
H 3.48380 -2.73422 -3.05570 0.00 0.00 0.00
H 2.74576 -1.25603 -1.18098 0.00 0.00 0.00
O -2.43796 -0.78410 1.87551 -0.02 -0.01 -0.02
C -1.47989 -1.52616 1.81559 -0.01 -0.03 0.01
N -0.35738 -1.40615 1.01684 -0.16 -0.19 0.26
C 0.44185 -2.51225 1.19829 -0.02 0.01 0.02
O 1.48570 -2.78178 0.63009 0.00 -0.02 -0.03
C -0.18801 -3.40271 2.23757 0.00 0.02 0.01
C 0.21701 -4.60571 2.77553 0.01 0.00 0.00
C -0.60952 -5.18565 3.73613 0.00 0.00 0.00
C -1.79583 -4.56946 4.12743 0.00 0.00 0.00
C -2.19195 -3.35570 3.56867 -0.01 0.00 0.00
C -1.36065 -2.79468 2.62301 0.01 0.00 0.00
H 1.14148 -5.07179 2.45898 0.00 0.00 0.00
H -0.32970 -6.12982 4.18778 0.00 0.00 0.00
H -2.41678 -5.04505 4.87708 0.00 0.00 0.00
H -3.11283 -2.86565 3.85811 0.00 0.00 0.00
C 1.96308 2.96786 1.38845 0.00 -0.02 -0.02
C 1.86845 1.52150 1.85205 -0.07 -0.12 0.15
C 3.03094 1.23227 2.80817 0.00 0.01 0.00
C 1.82561 0.46088 0.73884 0.13 0.23 -0.23
H 1.97091 3.64881 2.24538 -0.01 0.00 0.01
H 1.13119 3.24671 0.74350 0.03 -0.01 0.03
H 2.88761 3.12832 0.82638 -0.03 0.00 0.03
H 0.93918 1.41762 2.42935 0.01 0.00 0.01
H 3.98261 1.29711 2.26954 0.00 0.00 0.00
H 2.95671 0.22680 3.22887 0.00 0.00 0.00
H 3.06592 1.94896 3.63522 0.00 0.00 0.00
H 1.99535 -0.48013 1.26861 0.07 -0.14 -0.15
H 2.71943 0.59165 0.09973 0.00 0.14 0.04
Cl 2.96407 6.93967 -1.28123 0.00 0.01 0.01
C 2.23217 5.36116 -1.48569 -0.02 -0.03 0.00
C 0.85616 5.22933 -1.41782 -0.02 0.02 -0.01
C 0.28333 3.97936 -1.59253 0.06 -0.02 -0.04
C 1.06111 2.83795 -1.81826 0.13 0.28 -0.05
C 0.46303 1.50295 -2.01551 0.04 -0.32 0.23
C 2.44530 3.01867 -1.89080 -0.02 0.01 0.01
C 3.03512 4.26171 -1.72734 0.03 0.00 -0.03
H 0.23913 6.09854 -1.23062 0.00 0.00 -0.01
H -0.79161 3.87436 -1.53179 -0.02 0.00 -0.01
H 1.11946 0.94724 -2.69049 -0.03 0.02 -0.18
H -0.51112 1.60791 -2.49819 -0.01 0.15 -0.20
H 3.07536 2.15303 -2.06399 0.00 0.00 -0.01
H 4.11007 4.37764 -1.77775 0.00 0.00 0.00
```
Forces are in eV/Å.

Results
Charge: -1
Kohn-Sham gap (eV): 6.59
Energy relative to the best compared isomer or geometry (same formula, charge and spin) (kcal/mol): 10.53
Largest force on an atom (eV Å⁻¹): 0.44

Atomic partial charges in e from the Löwdin method, atoms 1 to 8: 1.072 0.067 -0.809 0.697 0.030 -0.141 -0.179 -0.175



A gas-phase ion, C2H2NO3S (charge -1) in a non-equilibrium geometry. Source: the Open Molecules 2025 dataset; level of theory: wB97M-V/def2-TZVPD.

```
9
Properties=species:S:1:pos:R:3:forces:R:3
C 0.67358 -1.57011 0.03818 -4.29 -1.12 0.57
C -0.36926 -0.34012 -0.30542 -0.62 -0.10 -4.28
N 1.85397 -1.26819 -0.14698 5.07 0.57 -1.10
O 0.14840 -2.55118 0.47906 -0.64 -1.44 0.51
O 3.12984 0.69894 0.61998 0.35 0.59 0.07
O -1.46908 -0.65584 -0.95898 1.22 0.16 0.79
S 2.72234 -0.05689 -0.58495 0.00 0.12 0.17
H -0.44477 0.04173 0.62397 -0.91 1.24 3.84
H 0.35824 0.32584 -0.82749 -0.18 -0.04 -0.56
```
Forces are in eV/Å.

Results
Charge: -1
Kohn-Sham gap (alpha / beta) (eV): 7.96 / 6.42
Energy relative to the best compared isomer or geometry (same formula, charge and spin) (kcal/mol): 71.33
Largest force on an atom (eV Å⁻¹): 5.22

Atomic partial charges in e from the Löwdin method, atoms 1 to 8: -0.643 -0.347 -0.250 0.055 -0.611 -0.117 0.793 0.063